145
Properties=species:S:1:pos:R:3:forces:R:3 method="wB97M-V/def2-TZVPD" total_charge=0 homo_lumo_gap_ev=9.25 smiles=COC[C@H](C)N.COC[C@H](C)N.COC[C@H](C)N.COC[C@H](C)N.COC[C@H](C)N.COCCNCCOC.COCCNCCOC.CC(C)O e_above_lowest_kcal_mol=150.4
C -14.1055 -13.7091 -14.0468 0.1 1.2 1.0
O -13.3601 -12.7118 -14.7112 1.3 0.9 -0.9
C -12.8487 -11.6093 -13.8918 -1.9 -0.5 0.3
C -12.1792 -10.4218 -14.6488 1.3 -1.6 -0.4
C -10.7333 -10.7377 -15.0317 -0.9 -2.0 0.2
N -11.9836 -9.2536 -13.8231 -0.8 -0.1 0.4
H -14.6179 -14.3758 -14.7404 0.2 0.3 -0.2
H -14.8211 -13.1778 -13.4192 -0.6 -0.2 0.1
H -13.5078 -14.2878 -13.3425 0.4 -0.3 -0.1
H -13.7265 -11.2080 -13.3851 -0.5 0.5 0.0
H -12.3441 -12.0395 -13.0267 1.1 0.1 -0.3
H -12.6719 -10.2558 -15.6069 -0.8 0.1 0.1
H -10.7539 -11.7159 -15.5122 0.3 0.1 -0.7
H -10.2526 -10.9851 -14.0851 0.7 0.8 -0.1
H -10.3156 -9.9599 -15.6710 0.4 -0.2 0.3
H -11.4128 -8.6594 -14.4073 -0.1 0.6 0.4
H -12.8515 -8.8040 -13.5687 -0.1 0.3 -0.1
C 0.1624 -2.4706 -16.3772 0.4 0.6 -1.7
O 1.2352 -2.1775 -15.4896 -1.2 0.0 0.8
C 0.9681 -2.0494 -14.0757 2.2 -1.3 0.7
C 2.4235 -1.7883 -13.4338 -1.1 0.4 -2.3
C 3.4701 -2.8560 -13.5003 0.0 -1.3 -0.5
N 2.3613 -1.2193 -12.1317 -0.5 0.8 1.0
H -0.7126 -1.8210 -16.3547 0.1 0.2 0.7
H -0.1801 -3.4750 -16.6259 0.1 -0.8 1.7
H 0.5807 -2.3133 -17.3713 0.3 0.7 -0.1
H 0.3705 -1.2158 -13.7068 -0.3 0.4 -0.8
H 0.5026 -2.9513 -13.6783 0.0 -0.3 -0.1
H 2.6822 -0.9809 -14.1189 0.7 0.0 -0.5
H 4.4071 -2.6497 -12.9830 -0.1 0.7 0.0
H 3.7214 -3.0887 -14.5351 0.0 0.0 0.0
H 3.1485 -3.7895 -13.0386 -0.3 -0.1 0.0
H 1.7598 -0.4177 -12.2570 -0.7 0.2 0.5
H 3.2377 -0.7256 -12.0412 0.5 -0.2 0.6
C -13.1868 -12.8674 -28.6819 -1.6 -1.3 1.1
O -13.7025 -14.2308 -28.6790 1.9 1.0 -3.0
C -14.9376 -14.4409 -28.1335 1.0 1.6 3.1
C -15.6351 -15.6765 -28.5387 -2.0 0.6 -2.7
C -16.0311 -15.6670 -30.0470 0.4 0.4 0.0
N -16.8663 -15.6745 -27.7487 -0.4 -1.5 1.2
H -13.1448 -12.6030 -27.6253 1.5 0.0 0.3
H -13.9066 -12.0896 -28.9368 -0.4 -0.3 -1.2
H -12.3043 -12.8663 -29.3218 0.0 0.2 0.6
H -14.6817 -14.5254 -27.0773 -0.5 -0.7 0.8
H -15.4879 -13.5068 -28.0211 -0.9 0.1 -1.2
H -14.9376 -16.5085 -28.4423 -0.5 -0.3 0.9
H -16.8203 -14.9358 -30.2221 0.1 0.3 0.1
H -16.4485 -16.5982 -30.4301 0.2 -0.3 0.3
H -15.1696 -15.3994 -30.6588 0.0 0.0 -0.1
H -17.6113 -15.0625 -28.0497 0.7 1.0 -0.5
H -17.3845 -16.5358 -27.8474 0.5 -0.7 0.2
C -9.5932 -0.4761 -31.9598 0.0 -2.3 0.0
O -9.7025 -1.9264 -32.3144 0.2 1.9 1.0
C -9.6598 -2.7768 -31.1487 1.5 -0.8 -2.2
C -8.1726 -3.3490 -31.0623 -0.5 -0.4 0.0
C -7.2211 -2.2960 -30.4494 0.3 -0.2 -0.2
N -7.5832 -3.8922 -32.3332 -0.5 1.2 1.0
H -9.4297 0.1166 -32.8598 -0.7 -0.2 -0.1
H -8.7142 -0.2885 -31.3432 -0.1 -0.1 0.3
H -10.5226 -0.3411 -31.4064 0.1 1.0 -0.1
H -10.0423 -2.3766 -30.2098 0.3 0.6 0.0
H -10.3449 -3.5788 -31.4235 0.1 -0.3 0.1
H -8.2682 -4.2833 -30.5090 0.2 0.3 0.9
H -6.2887 -2.6733 -30.0295 -0.2 -0.6 0.1
H -7.6804 -1.6659 -29.6878 -0.2 -0.2 0.0
H -6.8278 -1.6288 -31.2164 -0.4 0.1 -0.3
H -7.4610 -3.0962 -32.9428 0.0 0.1 -0.4
H -8.2635 -4.4899 -32.7805 -0.1 -0.1 -0.1
C -6.8177 -9.0831 -25.2416 0.4 1.7 0.1
O -7.7102 -8.2624 -24.4647 -0.5 -0.4 -0.1
C -7.2177 -6.9784 -24.0847 2.1 -1.4 1.0
C -6.2344 -7.0820 -22.8067 -0.9 0.8 1.7
C -6.9519 -7.5393 -21.5091 0.2 -1.0 -0.6
N -5.6164 -5.7609 -22.4332 -0.7 -0.6 -1.5
H -7.2755 -9.9504 -25.7174 -0.4 0.0 0.8
H -5.9366 -9.3094 -24.6411 0.0 -0.5 0.0
H -6.4678 -8.4788 -26.0786 0.2 0.1 -0.2
H -6.6050 -6.5924 -24.8993 0.0 0.3 -0.2
H -8.0585 -6.3101 -23.8988 0.0 -0.2 0.2
H -5.3933 -7.7654 -22.9240 -0.3 -0.3 -0.7
H -7.4088 -8.5013 -21.7411 -0.4 0.0 0.4
H -7.6335 -6.8413 -21.0230 -0.5 0.2 -0.8
H -6.2390 -7.6937 -20.6991 0.5 -0.3 -0.2
H -5.8868 -5.5933 -21.4746 0.1 0.3 0.0
H -6.1972 -5.1668 -23.0075 0.3 1.2 0.2
C -12.4987 -15.9289 -21.2252 1.5 2.0 -0.5
O -13.7805 -16.3979 -21.1775 0.1 -0.4 -1.4
C -14.1051 -16.9061 -19.9554 -1.8 -1.0 1.6
C -15.3746 -17.7745 -20.1975 -0.8 0.9 1.0
N -15.2459 -18.6461 -21.3337 0.0 0.0 0.1
C -14.6184 -19.8892 -21.0013 0.4 -1.4 -0.4
C -15.5146 -20.8641 -20.2309 1.2 0.6 0.7
O -15.6288 -20.4686 -18.8805 -1.4 0.6 1.0
C -16.5017 -21.3091 -18.1172 0.7 0.9 0.3
H -11.7458 -16.5091 -20.6917 -0.1 -0.5 -0.1
H -12.4408 -14.9240 -20.8069 -0.1 0.3 0.6
H -12.1817 -15.7204 -22.2470 -0.1 -0.7 -0.2
H -14.2460 -16.0994 -19.2361 -0.5 0.2 0.2
H -13.3272 -17.4978 -19.4729 0.5 -0.4 -0.5
H -16.2572 -17.1622 -20.3820 0.2 0.7 -0.2
H -15.7179 -18.3344 -19.3276 0.7 0.0 0.1
H -14.7060 -18.0903 -21.9816 0.1 -0.4 -0.6
H -13.6266 -19.8355 -20.5525 0.1 0.4 0.9
H -14.3322 -20.4526 -21.8894 -0.5 0.1 -0.6
H -14.9658 -21.7882 -20.0495 -0.3 -0.8 -1.4
H -16.4924 -20.8902 -20.7119 0.0 -0.5 -0.1
H -17.5613 -21.2822 -18.3718 0.0 0.0 -0.7
H -16.4760 -20.8799 -17.1156 0.2 -0.3 0.1
H -16.1284 -22.3331 -18.1271 -0.1 -0.2 0.1
C 9.4759 -7.8857 -21.1616 0.4 -0.6 0.1
O 9.8836 -6.9031 -22.1227 -1.3 -0.2 1.0
C 8.8159 -6.0983 -22.6128 0.4 2.2 0.1
C 8.0642 -5.0639 -21.5893 1.5 -2.7 -0.8
N 6.8674 -5.6782 -21.1311 -1.8 -1.1 -0.1
C 5.7930 -5.4481 -22.1019 0.8 1.7 -0.3
C 4.5494 -6.2278 -21.9634 -0.2 -2.5 0.1
O 3.5748 -5.8700 -22.8868 -0.7 1.4 -0.4
C 2.3455 -6.5707 -22.8171 0.2 0.9 -0.3
H 10.3554 -8.4358 -20.8266 0.3 0.3 -0.2
H 8.8085 -8.6569 -21.5463 -0.2 0.2 -0.6
H 8.9970 -7.5503 -20.2417 -0.1 0.8 -0.2
H 8.1362 -6.6352 -23.2745 -0.5 -0.6 0.6
H 9.2835 -5.4350 -23.3404 0.5 0.1 0.0
H 7.8817 -4.1453 -22.1469 0.2 0.4 0.2
H 8.6845 -4.9702 -20.6979 0.4 0.6 -0.4
H 6.5774 -5.3540 -20.2196 0.0 0.2 0.0
H 6.1588 -5.6234 -23.1136 0.3 -0.1 0.0
H 5.6084 -4.3743 -22.0718 -0.6 0.4 -0.2
H 4.2001 -6.3148 -20.9345 -0.3 0.4 0.2
H 4.7971 -7.2370 -22.2927 0.4 -0.7 0.7
H 1.7840 -6.2251 -23.6851 0.1 -0.4 -0.2
H 1.7406 -6.2411 -21.9723 0.2 -0.2 0.5
H 2.4823 -7.6521 -22.8279 0.0 -0.1 0.0
C -8.7705 -0.0074 -19.8525 -0.4 0.2 0.1
C -9.4530 1.0864 -20.7009 0.1 -0.1 -0.4
C -9.1250 2.5302 -20.3463 -0.1 -0.4 0.8
O -9.1239 0.8860 -22.0602 0.7 -0.4 -0.9
H -9.2463 -0.9695 -20.0427 -0.1 0.0 0.0
H -8.8865 0.2175 -18.7923 -0.2 0.0 0.1
H -7.7057 -0.1908 -19.9963 0.1 0.6 -0.4
H -10.5282 0.9072 -20.7056 -0.3 0.1 0.9
H -9.8319 3.2652 -20.7310 -0.2 -0.2 -0.2
H -8.1366 2.7732 -20.7363 0.1 0.0 0.3
H -9.1602 2.6126 -19.2600 0.3 0.3 0.1
H -9.2041 1.7336 -22.5038 0.0 -0.1 -0.2

191
Properties=species:S:1:pos:R:3:forces:R:3 method="wB97M-V/def2-TZVPD" total_charge=+4 homo_lumo_gap_ev=7.07 e_above_lowest_kcal_mol=252.2
C 6.1667 0.8263 0.2969 -0.1 -0.1 0.2
C 5.3277 0.6701 1.5934 0.1 0.8 -0.4
C 6.0505 -0.2204 2.5836 -1.3 -1.9 0.7
O 5.2307 -0.6445 3.6947 -0.5 1.5 -0.8
C 5.6174 -1.8597 4.2741 1.1 -0.3 0.3
N 4.9766 2.0457 2.1412 0.8 -0.3 -0.6
H 4.6691 2.5741 1.3374 -0.1 0.9 -0.6
H 4.2291 2.0937 2.8187 -0.6 -0.7 0.5
H 5.7564 2.5263 2.5668 0.6 0.2 -0.1
H 6.4912 -0.1687 -0.0075 0.4 0.0 0.3
H 7.0138 1.5019 0.4158 0.1 -0.2 0.1
H 5.6279 1.1798 -0.5822 -0.5 0.4 0.3
H 4.3562 0.2879 1.2799 0.1 -0.4 0.5
H 7.0188 0.1336 2.9375 0.1 0.3 -0.2
H 6.1698 -1.1405 2.0114 0.7 -0.1 -0.3
H 6.5886 -1.7440 4.7552 0.2 0.0 0.2
H 5.7675 -2.6597 3.5490 -0.4 -0.1 -0.3
H 4.9209 -2.1854 5.0467 -0.3 0.3 -0.3
C -2.6885 -5.9430 1.1544 0.0 -0.1 0.3
C -2.3447 -7.0866 0.1886 0.6 0.9 1.0
C -1.2315 -8.0677 0.5482 0.0 -0.2 1.2
O -1.4063 -8.5515 1.8940 -1.2 2.0 -2.1
C -0.2495 -9.0942 2.4057 1.2 -1.1 1.4
N -3.6318 -7.7652 -0.0482 -0.3 -1.2 -1.7
H -4.3949 -7.1133 -0.1614 -0.4 0.2 0.2
H -3.5170 -8.2209 -0.9422 -0.3 -0.4 -0.7
H -3.9099 -8.5397 0.5374 0.1 -0.1 1.2
H -1.9537 -5.1382 1.1308 0.1 -0.3 0.2
H -2.8954 -6.2631 2.1756 0.6 -0.3 0.0
H -3.6501 -5.5234 0.8590 0.0 0.3 -0.4
H -2.0857 -6.6212 -0.7624 0.0 -0.2 -0.2
H -0.2878 -7.5558 0.3598 0.2 0.4 0.7
H -1.1159 -8.9222 -0.1186 -0.7 -0.3 -0.4
H 0.5858 -8.4155 2.5787 -0.1 0.5 -0.6
H 0.0866 -9.9256 1.7860 0.1 -0.2 0.1
H -0.4913 -9.4240 3.4160 -0.1 -0.4 -0.2
C -4.8139 -2.2832 8.5973 1.0 0.0 0.4
C -3.7970 -1.8623 7.5272 0.3 -0.8 -1.0
C -4.2408 -2.0851 6.0230 1.2 1.8 -0.4
O -3.1532 -1.6326 5.1207 -0.2 0.2 0.9
C -3.4108 -1.8990 3.7432 -1.7 -0.7 0.1
N -3.4902 -0.3437 7.7638 -1.8 -0.3 -1.0
H -2.7089 0.0088 8.2980 0.9 -0.6 0.1
H -3.5312 0.1134 6.8642 0.8 0.2 -0.7
H -4.3002 0.0620 8.2104 -0.5 0.0 0.6
H -5.7125 -1.6721 8.6816 -0.1 0.0 -0.5
H -4.2925 -2.1554 9.5459 -0.1 0.0 0.2
H -5.0658 -3.3435 8.5765 -0.1 0.1 -0.4
H -2.8253 -2.3480 7.6155 -0.1 -0.1 0.4
H -5.1000 -1.4250 5.9041 -0.4 0.0 -0.5
H -4.5190 -3.0874 5.6973 0.0 -0.2 0.9
H -3.3893 -2.9705 3.5448 0.2 -0.3 0.1
H -2.8240 -1.4383 2.9484 0.7 0.5 1.1
H -4.4323 -1.5907 3.5207 -0.3 0.1 -0.1
C 5.6266 -1.1839 -3.0767 -0.4 -0.6 1.9
C 4.9680 -2.0584 -1.9635 2.6 -0.6 2.0
O 5.4927 -2.4885 -0.9215 -2.8 1.7 -4.2
N 3.4957 -2.4280 -2.2874 1.3 -1.8 -1.1
H 2.9757 -2.5802 -1.4350 0.2 -0.6 1.0
H 2.9450 -1.7256 -2.7602 0.3 0.8 -0.8
C 3.4525 -3.7484 -3.1019 0.1 -0.1 0.1
H 5.6989 -1.6776 -4.0457 -0.1 -0.1 0.1
H 6.6116 -0.9382 -2.6798 0.0 -0.1 -0.3
H 5.0607 -0.2555 -3.1534 -0.1 0.0 -0.2
H 3.7193 -4.5459 -2.4083 -0.2 0.1 -0.1
H 4.1045 -3.8110 -3.9731 0.6 0.8 0.4
H 2.4870 -3.9063 -3.5826 -0.4 0.3 0.8
C -1.0346 -1.6308 1.0689 1.2 -1.8 -1.6
C -0.5987 -0.7706 -0.1087 -1.8 2.3 1.1
O -1.3714 0.0277 -0.6093 2.5 -1.8 0.2
N 0.9409 -0.6936 -0.4069 -1.5 1.9 0.2
H 1.4083 -1.5889 -0.4033 0.1 -0.9 1.5
H 1.0940 -0.4874 -1.3837 -0.7 0.7 -0.9
C 1.6870 0.4341 0.3589 0.1 -0.5 0.2
H -2.0221 -2.0722 0.9345 -0.5 1.2 0.0
H -0.8085 -1.1794 2.0350 0.0 0.1 -0.1
H -0.4896 -2.5701 0.9751 0.8 0.0 0.6
H 2.5658 0.7296 -0.2143 0.1 -0.5 0.0
H 1.9311 0.0443 1.3471 -0.1 0.1 -0.1
H 1.1264 1.3667 0.4238 -0.6 -0.4 0.0
C -0.2004 7.3968 -4.6156 -0.3 0.9 -0.6
O -0.8669 6.5628 -3.6763 -1.2 -0.7 -1.0
C -0.0046 6.1822 -2.6638 1.6 -0.2 0.0
C -0.6261 5.1372 -1.7358 -0.8 -0.2 -0.6
N -0.9600 3.8258 -2.4752 -1.4 1.3 1.7
H -1.3662 4.1326 -3.3475 -0.4 0.0 -0.6
H -0.0981 3.3426 -2.6846 0.5 -0.5 0.0
C -1.9972 2.9312 -1.7555 -0.1 -0.1 -1.7
C -3.2548 3.6275 -1.3755 -1.3 2.6 0.3
O -3.6379 4.5443 -2.4035 0.0 0.1 -0.8
C -4.6279 5.5706 -2.1871 -0.4 -0.1 0.9
H -0.1494 8.4178 -4.2373 0.1 0.1 0.2
H -0.7527 7.4592 -5.5532 -0.3 -0.3 0.3
H 0.8122 7.1101 -4.8995 0.1 -0.5 0.4
H 0.2137 7.0989 -2.1160 0.4 -0.2 0.7
H 0.8969 5.8428 -3.1739 0.5 -0.3 0.6
H -1.5553 5.6495 -1.4862 -0.4 -0.7 0.3
H -0.1251 4.7688 -0.8406 0.5 0.8 -0.1
H -1.6806 2.3930 -0.8620 0.8 0.2 -0.5
H -2.3512 2.2490 -2.5284 0.7 -0.5 0.0
H -3.1319 4.1778 -0.4427 0.1 0.2 0.3
H -4.0439 2.9002 -1.1851 0.0 -0.3 -0.1
H -4.7823 6.2904 -2.9909 1.0 -0.5 -0.6
H -4.3917 6.1964 -1.3264 0.3 -0.1 0.3
H -5.6458 5.2097 -2.0400 0.1 -0.7 0.2
C -2.0875 2.1330 1.8612 0.6 0.7 0.7
O -1.7498 3.0726 2.9040 -0.9 -0.2 0.1
C -2.7559 3.1763 3.9428 1.3 0.4 -1.5
C -2.3372 4.3032 4.9070 0.8 0.7 -0.7
N -1.6843 5.5637 4.1697 -1.2 -1.0 -0.3
H -1.2925 6.2339 4.8157 0.0 0.0 0.8
H -0.8739 5.2657 3.6457 0.4 -0.6 -0.7
C -2.6873 6.2853 3.3139 -0.5 0.9 -1.0
C -2.1591 7.4292 2.3367 0.9 -1.7 1.2
O -1.0061 6.8391 1.7390 -0.8 -0.8 2.0
C -0.3021 7.6875 0.9311 0.3 0.8 -2.8
H -2.0935 1.0967 2.1990 -0.4 -0.1 0.5
H -1.2609 2.1444 1.1508 -0.1 0.5 0.0
H -3.0360 2.4278 1.4122 -0.1 -0.2 -0.2
H -2.7957 2.1865 4.3976 -0.1 0.2 0.7
H -3.7361 3.3972 3.5203 -0.1 0.0 -0.2
H -1.5702 3.9447 5.5936 -0.1 0.3 0.0
H -3.2283 4.6941 5.3982 0.2 0.0 0.2
H -3.4143 6.6757 4.0260 -0.1 0.1 -0.2
H -3.1680 5.5640 2.6530 0.1 -0.2 0.3
H -1.9336 8.3463 2.8809 0.2 0.1 0.0
H -2.8883 7.6512 1.5575 -0.4 -0.1 0.2
H 0.2485 7.0873 0.2067 0.5 -0.2 0.4
H 0.3727 8.4402 1.3387 -0.2 -0.2 0.7
H -1.0236 8.1764 0.2765 -0.1 0.7 -0.1
C -2.4145 -3.6777 -1.9089 -0.2 0.5 0.8
O -2.7023 -4.0474 -3.2386 0.7 -0.9 0.5
C -3.0981 -2.9553 -4.0336 0.1 0.8 0.0
C -2.7912 -3.2738 -5.4993 -0.5 -1.4 -0.1
N -1.4197 -3.9770 -5.6272 -1.9 1.9 -1.4
H -0.7777 -3.3297 -5.1927 0.7 0.0 0.3
H -1.4405 -4.8378 -5.0993 0.0 -0.3 0.1
C -0.9500 -4.1672 -7.0947 0.1 1.4 1.2
C -0.8826 -2.7376 -7.9083 -1.5 -2.3 -0.2
O -2.2373 -2.5448 -8.3953 1.1 0.1 0.5
C -2.2619 -2.0089 -9.7198 -0.5 0.3 -0.4
H -2.2441 -4.4850 -1.1966 0.0 -0.7 -0.8
H -3.2468 -3.1418 -1.4526 -0.2 0.4 -0.2
H -1.5100 -3.0764 -1.8168 0.0 0.3 -0.3
H -2.6105 -2.0353 -3.7110 0.5 0.0 0.0
H -4.1472 -2.7517 -3.8192 -0.3 -0.1 -0.7
H -2.8916 -2.4716 -6.2304 0.6 0.4 0.4
H -3.5307 -3.9762 -5.8839 0.1 -0.4 0.1
H -1.6426 -4.8832 -7.5372 -0.1 0.5 -0.3
H -0.0393 -4.7174 -6.8582 0.5 0.4 -1.0
H -0.1842 -2.8864 -8.7318 -0.1 -0.2 -0.1
H -0.5566 -1.8260 -7.4075 0.1 -0.3 0.8
H -3.2190 -1.5420 -9.9524 -0.3 -0.4 0.5
H -2.1315 -2.8160 -10.4407 0.4 0.1 -0.1
H -1.5787 -1.1697 -9.8498 0.5 -0.3 0.0
N 1.6764 -0.4969 -3.0615 -4.0 -4.8 -2.2
S 1.9738 0.9047 -3.4591 5.0 12.0 -1.9
O 0.9847 1.9685 -3.0892 1.6 -3.8 -1.0
O 2.8098 1.1139 -4.6461 -2.6 -1.1 1.8
F 3.0957 1.1180 -2.3628 -0.1 -0.3 0.9
S 0.4851 -0.8209 -4.2355 -2.8 0.9 -2.4
O 0.4652 -2.2353 -4.5095 0.5 0.6 0.5
O 0.2504 0.1173 -5.3961 1.1 -3.2 4.5
F -0.8066 -0.6162 -3.2515 1.2 -0.1 -1.0
N 2.6645 2.0040 3.7775 -2.7 -4.8 1.9
S 1.6575 3.1042 3.5192 -0.8 9.6 -1.3
O 0.8088 3.6740 4.6016 0.8 -2.1 -2.0
O 1.1758 3.2562 2.1591 -0.3 -1.0 1.0
F 2.8182 4.2108 3.5313 0.0 0.3 -0.2
S 1.4277 0.9110 4.2909 1.9 -5.0 2.9
O 0.4620 0.5264 3.2627 1.1 1.0 1.1
O 1.0298 1.0313 5.6809 -0.2 0.9 -2.2
F 2.3675 -0.4018 4.4733 -0.6 1.4 -1.2
N 4.7899 5.5652 -1.6468 -5.4 -2.2 0.6
S 5.8647 4.4971 -1.6306 8.6 -1.2 -1.0
O 5.7882 3.4921 -2.7043 -0.9 -0.1 2.5
O 6.5013 4.2228 -0.3005 -1.9 -0.1 -3.2
F 6.8950 5.4577 -2.3590 0.8 0.1 0.7
S 3.5411 4.4187 -1.3688 -3.5 2.3 1.4
O 3.7781 3.3847 -0.3320 -0.2 0.6 -2.2
O 2.5323 4.1797 -2.4219 2.7 -0.1 1.6
F 2.7390 5.4652 -0.4751 -0.5 0.1 0.1
N 2.2210 -3.1019 0.1667 -2.9 -4.0 -5.7
S 2.6709 -3.2267 1.5546 5.0 3.8 12.0
O 3.6219 -4.2415 1.9827 -2.3 0.1 -1.6
O 1.7485 -2.6607 2.5248 -0.5 -1.8 -1.0
F 3.6135 -1.9820 1.5247 1.4 1.4 -1.0
S 1.6336 -4.6942 0.0831 -2.7 -2.3 -0.9
O 0.7354 -5.1163 1.2067 3.0 1.0 -2.8
O 2.5512 -5.5899 -0.6010 -1.9 1.6 1.3
F 0.4695 -4.2967 -0.9823 0.7 -0.2 -0.4